1.
Density functional theory data (wB97M-V/def2-TZVPD) for a 13-piece molecular cluster, C27H80N8O13 overall.

Structure (XYZ):
```
128
Properties=species:S:1:pos:R:3:forces:R:3
C 0.1975 -0.0001 0.4582 -1.5 -2.0 0.8
O 0.3676 -0.5238 -0.8666 1.3 -0.9 1.6
H -0.8737 -0.0940 0.7415 0.5 0.5 -0.2
H 0.5547 0.9862 0.6027 0.4 1.1 -0.3
H 0.6919 -0.6565 1.1982 0.1 0.2 -0.8
H -0.1475 -0.0092 -1.4560 -0.9 1.0 -1.0
C -0.6647 2.6101 2.7932 -1.1 -0.1 1.4
O 0.6320 3.0315 2.7141 1.8 -0.7 -2.2
H -0.9336 1.9090 2.0184 0.1 -0.4 0.0
H -1.2521 3.4680 2.6805 -1.7 1.3 -0.5
H -0.8909 2.2564 3.8034 -0.1 -0.6 -0.2
H 0.8951 3.4535 3.5010 0.6 0.5 1.6
C 0.0698 -3.6906 -2.0169 4.3 2.4 -4.5
O 0.9351 -3.2111 -2.9720 -3.3 -2.3 3.5
N -1.0354 -4.2364 -2.3446 -4.1 -1.4 -2.9
N 0.3267 -3.6956 -0.7510 0.5 1.1 3.7
H -1.2998 -4.1546 -3.3175 0.0 -0.1 0.2
H -1.7825 -4.5195 -1.7157 0.8 0.1 0.0
H 1.2227 -3.2507 -0.6294 0.1 -0.4 0.6
H -0.3256 -3.2163 -0.0819 0.3 -0.9 -0.8
C 2.8290 0.8109 3.9183 -2.2 5.6 8.0
O 2.2650 1.6498 4.8786 2.6 -4.0 -3.7
N 3.9527 0.1491 4.0945 3.5 -1.7 -0.7
N 2.2503 0.6707 2.8070 -2.1 -0.2 -3.3
H 4.3535 -0.1866 4.9711 -0.6 0.8 -0.5
H 4.4711 -0.1119 3.2230 -0.9 0.0 1.5
H 1.3814 1.1756 2.6866 0.5 0.3 -0.3
H 2.6409 0.0445 2.1224 -0.3 -0.3 -0.5
C 2.7814 -0.8281 -4.4128 4.7 4.7 -3.1
O 3.6469 0.1643 -4.8143 -3.9 -4.8 1.8
N 2.1355 -0.8349 -3.2888 -0.8 -0.1 2.9
N 2.4713 -1.8806 -5.1517 0.6 -1.8 -4.0
H 2.4743 -0.2174 -2.5726 -0.2 0.3 0.2
H 1.6512 -1.7344 -3.0537 0.1 0.9 0.1
H 2.9403 -1.9377 -6.0787 -0.6 0.3 1.2
H 1.5757 -2.3786 -5.1260 0.7 0.5 0.7
C 3.2734 -2.2365 0.3285 -2.5 2.6 6.1
O 2.7384 -1.6595 1.5098 3.3 -2.9 -5.7
N 4.4199 -2.8470 0.2089 3.8 -1.1 2.1
N 2.5652 -2.3376 -0.7396 -2.9 2.6 -3.0
H 4.9612 -2.9732 1.0684 -0.3 0.2 -0.6
H 4.9178 -3.0998 -0.6514 -0.9 0.4 0.5
H 1.7728 -1.6310 -0.8923 1.2 -0.8 0.3
H 2.9317 -2.7488 -1.5915 -0.1 0.1 0.2
C -4.4070 -0.4989 3.8331 2.3 0.3 -1.1
C -4.0623 0.0205 2.4285 -7.4 2.6 1.5
C -4.3132 1.5237 2.1949 0.5 1.5 1.7
O -2.8651 -0.1323 2.0862 7.9 -1.9 -2.1
H -5.3041 -0.1123 4.1049 -2.8 1.1 1.0
H -3.6550 -0.2028 4.5502 0.3 0.2 0.2
H -4.4640 -1.5581 3.8126 -0.1 -1.0 0.1
H -4.7419 -0.5051 1.7680 -0.7 -0.4 -0.6
H -3.5962 2.0905 2.8436 -0.4 -0.6 -0.1
H -5.2808 1.9176 2.5035 -0.3 -0.3 -0.2
H -4.0403 1.9586 1.2269 -0.3 -0.9 -0.2
H -2.7039 -1.0761 2.0358 0.9 -0.1 0.1
C -2.6883 -3.3661 3.0737 0.2 -1.1 0.3
C -1.9904 -3.5526 1.7115 -8.2 -2.5 -0.2
C -2.9088 -3.0240 0.5643 -1.0 -1.5 -0.7
O -1.0096 -2.7757 1.6140 9.1 3.2 0.6
H -2.2195 -4.1363 3.6598 0.0 -0.4 0.9
H -3.7449 -3.6184 3.0411 -0.1 0.2 0.1
H -2.4592 -2.4438 3.6210 -0.2 0.0 -0.6
H -1.7629 -4.6363 1.6370 -0.1 0.3 -0.5
H -3.9077 -3.4818 0.5226 0.4 -0.4 0.0
H -2.4327 -3.1383 -0.4318 -0.2 0.1 0.6
H -3.1836 -1.9799 0.6351 0.5 0.4 0.3
H -0.2686 -3.1867 2.1479 -0.4 1.5 -0.6
C 3.2243 1.9494 0.1046 -0.8 -0.8 0.2
C 3.2761 2.1313 -1.3780 9.9 0.5 3.3
C 4.3941 1.2024 -1.8408 -0.3 0.5 -1.4
O 2.2573 1.8410 -1.9992 -9.8 -1.7 -4.1
H 4.1914 1.9606 0.5626 0.6 0.5 0.3
H 2.8633 0.9151 0.2526 -0.2 0.4 0.1
H 2.5574 2.6676 0.5443 -0.4 0.2 0.7
H 3.5927 3.0994 -1.6733 0.8 1.8 0.3
H 5.2632 1.4713 -1.3118 1.4 0.1 0.4
H 4.5468 1.2046 -2.9342 0.0 0.2 0.5
H 4.1163 0.2054 -1.5847 -0.1 -1.1 0.4
H 1.5848 2.4736 -1.6767 -0.9 -0.6 -0.9
C 0.7365 -1.7084 6.1696 -0.2 0.0 0.3
C 0.2851 -1.6898 4.7478 -5.6 3.9 2.3
C -0.3346 -0.3678 4.2981 -2.5 1.1 2.3
O 1.1941 -1.9118 3.9055 7.5 -1.8 -5.5
H 1.0593 -2.7318 6.2204 0.9 -0.4 0.9
H -0.0610 -1.5694 6.8947 -0.2 0.1 0.0
H 1.5107 -0.9397 6.3264 -0.1 -0.5 0.0
H -0.4991 -2.4018 4.5462 -0.6 -0.8 0.6
H 0.0763 0.5709 4.6778 0.7 -0.4 0.4
H -1.3778 -0.3546 4.6754 0.2 0.2 -0.2
H -0.4349 -0.2027 3.2534 0.1 -0.6 -1.1
H 1.6555 -1.0827 3.6076 -0.6 -1.4 0.3
C 0.3146 4.7337 -0.0142 -1.0 1.0 -0.1
C -0.5764 3.6109 -0.5122 -2.1 0.5 9.6
C -2.0684 3.9064 -0.4340 -0.2 0.3 1.8
O -0.2447 3.0988 -1.5814 3.1 -3.0 -11.2
H 0.1776 4.9842 1.0658 0.0 -0.5 -0.9
H -0.0286 5.5897 -0.6001 0.6 0.5 0.0
H 1.3657 4.5262 -0.1976 0.0 0.0 -0.1
H -0.3127 2.7547 0.1378 -0.9 0.5 1.9
H -2.2532 4.8464 -0.9139 -0.4 0.5 -0.6
H -2.2937 4.0624 0.6391 -0.2 0.0 -0.4
H -2.7708 3.1289 -0.7886 0.8 0.3 -0.1
H -0.8569 2.3789 -1.8499 0.4 0.5 0.1
C 1.0711 1.2511 -6.5843 1.1 -1.5 -1.3
C 0.5634 1.6228 -5.2117 4.3 6.9 -5.2
C -0.4865 2.6805 -5.2619 -0.2 0.1 1.4
O 0.2778 0.7107 -4.4163 -2.7 -8.1 6.3
H 1.9383 0.5391 -6.5903 -0.8 0.4 0.5
H 1.4752 2.0387 -7.2218 -0.3 0.6 0.5
H 0.3032 0.8017 -7.1782 -0.8 -0.5 -0.5
H 1.4979 1.9618 -4.7338 0.0 2.0 -0.7
H -0.1120 3.4874 -5.8227 0.4 1.4 -0.4
H -0.6303 2.9169 -4.1974 -0.3 0.7 -0.4
H -1.4485 2.4591 -5.6985 -0.3 -0.8 -0.2
H 1.0941 0.5287 -3.8838 -1.4 -0.7 -0.2
C -2.2825 -1.0566 -2.9852 0.7 -1.1 1.1
C -2.6456 0.3239 -2.5136 -11.0 -5.5 -1.7
C -3.4214 0.3840 -1.2208 -0.6 0.0 -0.3
O -1.6389 0.9660 -2.3551 12.2 6.5 0.2
H -3.0442 -1.7609 -3.1453 -1.7 -0.8 0.6
H -1.6062 -1.4158 -2.1822 0.0 -0.4 -0.8
H -1.8586 -1.1162 -3.9744 1.1 0.7 -0.2
H -3.2160 0.7577 -3.3443 -1.1 0.1 0.0
H -3.7850 1.3687 -0.9566 0.1 0.4 -0.3
H -2.8533 0.0549 -0.3792 0.8 -0.3 0.5
H -4.2730 -0.2299 -1.2774 -1.3 -0.9 0.0
H -1.1272 0.8094 -3.1917 0.9 0.9 0.4
```
Forces are in eV/Å.

The calculation puts the energy above the lowest of the compared OMol25 structures with the same formula, charge and spin at 136.35 kcal per mole. For the molar mass, the calculation gives 725.0 u. The value obtained for the HOMO-LUMO gap is 0.32594 Eh. For the HOMO energy, the calculation gives -8.6 eV.


2.
Density functional theory data (wB97M-V/def2-TZVPD) for one molecule with the formula C4H7NO2.

Structure (XYZ):
```
14
Properties=species:S:1:pos:R:3:forces:R:3
C -2.2595 -1.0769 -0.3373 1.9 0.6 2.0
O -1.0135 -0.3457 -0.7839 -1.8 -0.8 0.8
C -0.4605 0.5256 0.1936 2.6 -2.5 0.0
C 0.4459 -0.3133 1.2343 0.2 2.9 -0.9
C 1.7833 -0.3117 0.4334 -2.1 -0.6 0.2
N 1.7795 0.5898 -0.4731 0.1 -0.5 0.4
O 0.5375 1.3009 -0.4728 -0.2 -0.4 0.4
H -2.9264 -0.3422 0.2973 1.0 -1.5 -1.5
H -1.9554 -1.9990 0.3623 -0.7 2.0 -1.5
H -2.7056 -1.4643 -1.2568 -0.1 0.3 0.4
H -1.2374 1.1083 0.6277 -0.4 0.9 0.4
H 0.6409 0.3348 2.1462 -0.4 -0.9 -0.8
H -0.0543 -1.2201 1.4760 0.1 -0.9 0.3
H 2.5344 -1.1299 0.5688 -0.3 1.4 -0.4
```
Forces are in eV/Å.

The calculation puts the energy above the lowest of the compared OMol25 structures with the same formula, charge and spin at 89.17 kcal per mole. As for the structure (SMILES): CO[C@H]1CC=NO1. For the molar mass, the calculation gives 101.1 u. The value obtained for the HOMO-LUMO gap is 0.39571 Eh. For the HOMO energy, the calculation gives -9.9 eV.


3.
Density functional theory data (wB97M-V/def2-TZVPD) for a 2-piece molecular cluster, C5H9NO overall.

Structure (XYZ):
```
16
Properties=species:S:1:pos:R:3:forces:R:3
C -0.3210 0.5242 1.2155 -0.1 0.0 0.1
C 0.5825 0.0404 0.0756 0.3 0.0 0.4
C 1.6789 1.0494 -0.2752 0.1 0.1 0.0
C -1.7038 -0.9756 -1.5967 -0.3 -0.3 0.0
O -2.7411 -0.8678 -0.8026 0.1 0.2 -0.1
C 1.1666 -1.2708 0.4072 0.4 -0.8 0.2
N 1.6306 -2.2948 0.6807 -0.4 0.9 -0.3
H -0.7857 1.4753 0.9324 0.1 -0.1 0.0
H -1.1142 -0.1984 1.4364 0.2 0.1 -0.1
H 0.2552 0.6869 2.1325 -0.1 0.0 -0.2
H 2.3259 1.2455 0.5856 -0.1 0.0 -0.1
H 1.2110 1.9898 -0.5844 0.1 -0.1 0.1
H 2.2960 0.6831 -1.1004 -0.1 0.1 0.1
H -0.0264 -0.0992 -0.8130 -0.1 0.0 -0.3
H -1.3513 -2.0154 -1.3898 0.0 0.2 -0.1
H -3.1032 0.0275 -0.9039 -0.1 -0.2 0.0
```
Forces are in eV/Å.

The calculation puts the energy above the lowest of the compared OMol25 structures with the same formula, charge and spin at 92.38 kcal per mole. For the molar mass, the calculation gives 99.1 u. The value obtained for the HOMO-LUMO gap is 0.35148 Eh. For the HOMO energy, the calculation gives -9.2 eV.


4.
Density functional theory data (wB97M-V/def2-TZVPD) for a 10-piece molecular cluster, C60H48BrNO37Si overall.

Structure (XYZ):
```
148
Properties=species:S:1:pos:R:3:forces:R:3
C -2.9593 -3.3916 -1.0979 0.2 0.0 -0.3
C -2.7477 -2.3154 -1.8415 -0.2 0.7 0.4
Si -3.7294 -0.7934 -1.3866 -0.1 -0.2 -0.2
Br -2.6698 1.1055 -1.9099 -0.1 -0.2 -0.1
C -5.4104 -0.9531 -2.2466 0.1 -0.2 0.6
C -6.4893 -0.4738 -1.3077 0.0 1.6 0.2
O -6.4403 0.6422 -0.8300 0.0 -0.9 -0.2
N -7.5361 -1.3795 -0.9463 0.5 -0.2 -0.3
C -6.9912 -2.3536 0.0139 -0.4 0.4 -0.5
C -8.1138 -2.0247 -2.1264 -0.5 -0.2 0.2
H -3.5965 -3.3449 -0.2302 -0.2 -0.2 0.3
H -2.5179 -4.3387 -1.3575 0.1 -0.3 0.1
H -2.0734 -2.3392 -2.6779 0.1 -0.1 -0.4
H -3.9676 -0.7850 0.0665 0.1 0.0 0.0
H -5.3906 -0.4150 -3.1848 -0.1 0.2 -0.2
H -5.5721 -2.0064 -2.4463 0.3 -0.2 -0.3
H -7.8178 -2.9529 0.3667 -0.2 -0.2 0.3
H -6.2599 -3.0229 -0.4476 0.2 -0.1 0.0
H -6.5475 -1.8027 0.8288 0.2 0.0 0.4
H -8.1778 -3.0977 -1.9943 0.1 -0.3 0.0
H -7.5722 -1.8297 -3.0464 0.2 0.1 -0.1
H -9.1325 -1.6887 -2.2739 -0.2 0.2 0.0
O -5.9129 -9.3303 0.4533 0.2 -0.1 -0.1
C -6.6146 -8.4647 -0.0305 -0.4 0.1 0.3
C -7.8383 -7.9774 0.5841 0.1 -0.1 0.0
C -8.5594 -7.0296 -0.0289 0.0 -0.2 0.3
O -9.6828 -6.5404 0.4760 0.0 0.1 -0.1
C -8.1414 -6.4473 -1.3492 0.4 -0.1 -0.3
O -8.8576 -5.5997 -1.8515 -0.2 0.1 0.1
C -6.9089 -6.9161 -1.9550 -0.1 0.2 -0.1
C -6.1853 -7.8624 -1.3407 0.0 0.2 -0.3
O -5.0519 -8.3349 -1.8337 0.0 -0.1 0.1
H -8.1296 -8.4053 1.5326 0.0 0.0 0.0
H -10.0040 -5.8782 -0.1640 -0.1 0.0 0.0
H -6.6111 -6.4773 -2.8978 0.0 0.0 0.0
H -4.7396 -9.0055 -1.1968 0.0 -0.1 0.0
O 0.0615 1.7161 2.2818 0.1 0.0 0.3
C 0.8962 1.9457 1.4293 -0.3 0.0 -0.5
C 0.6297 1.9319 0.0034 0.0 0.0 0.2
C 1.6191 2.1810 -0.8690 -0.3 -0.1 0.0
O 1.4242 2.1820 -2.1760 0.3 0.2 0.1
C 3.0193 2.4759 -0.4028 0.1 0.0 0.4
O 3.8881 2.6802 -1.2359 -0.2 -0.1 -0.1
C 3.2835 2.5138 1.0222 0.1 0.1 -0.1
C 2.2915 2.2674 1.8883 0.3 0.1 -0.1
O 2.4619 2.2852 3.2057 -0.1 -0.1 -0.6
H -0.3794 1.7166 -0.3193 0.0 0.0 0.0
H 2.2789 2.3810 -2.6123 -0.2 -0.2 -0.2
H 4.2925 2.7445 1.3402 0.0 0.0 0.0
H 1.5906 2.0724 3.6000 0.0 -0.1 0.2
O 3.1934 1.7038 -4.2506 0.2 0.1 0.2
C 4.0527 1.9448 -5.0809 -0.2 0.0 -0.4
C 3.7913 1.9365 -6.5073 -0.1 -0.1 0.2
C 4.7843 2.1927 -7.3692 -0.3 -0.1 0.0
O 4.6133 2.2033 -8.6814 0.2 0.0 -0.1
C 6.1826 2.4894 -6.9041 0.3 0.1 0.5
O 7.0302 2.6935 -7.7523 -0.1 0.0 -0.3
C 6.4403 2.5185 -5.4778 0.0 0.0 -0.2
C 5.4484 2.2664 -4.6089 0.3 0.1 0.0
O 5.6347 2.2836 -3.3018 -0.3 -0.2 -0.1
H 2.7835 1.7199 -6.8318 0.0 0.0 0.0
H 5.4868 2.4123 -9.0638 0.1 0.0 0.0
H 7.4454 2.7480 -5.1548 0.0 0.0 0.0
H 4.7791 2.0760 -2.8684 0.2 0.2 0.1
O -4.3216 -2.4019 -4.9541 -0.1 -0.2 0.2
C -4.2512 -1.8844 -6.0535 0.3 0.4 -0.1
C -3.4656 -0.7006 -6.3458 0.0 -0.1 0.2
C -3.4648 -0.1964 -7.5881 0.1 0.0 0.3
O -2.7714 0.8778 -7.9276 -0.1 0.0 -0.2
C -4.2629 -0.8226 -8.7001 -0.3 -0.4 0.0
O -4.2242 -0.2967 -9.7940 0.2 0.2 0.0
C -5.0326 -2.0222 -8.4075 0.0 0.1 -0.1
C -5.0290 -2.5246 -7.1675 -0.1 0.0 -0.4
O -5.7058 -3.6149 -6.8221 0.4 0.3 0.1
H -2.8980 -0.2578 -5.5383 0.0 0.0 0.0
H -2.9495 1.0265 -8.8754 0.0 0.0 -0.1
H -5.5902 -2.4732 -9.2160 0.0 0.0 0.0
H -5.5292 -3.7468 -5.8707 -0.1 0.0 0.1
O 0.5021 2.7878 9.9006 0.1 0.0 0.3
C 1.3212 3.0260 9.0330 -0.2 0.0 -0.4
C 1.0032 3.0867 7.6171 -0.1 0.0 0.2
C 1.9730 3.3405 6.7286 -0.4 -0.1 0.1
O 1.7619 3.4058 5.4237 0.0 0.3 0.2
C 3.3991 3.5623 7.1479 0.2 0.0 0.5
O 4.2213 3.7674 6.2755 -0.1 0.0 -0.3
C 3.7139 3.5196 8.5670 0.0 0.1 -0.1
C 2.7425 3.2717 9.4547 0.3 0.1 -0.1
O 2.9585 3.2205 10.7637 -0.1 0.0 0.0
H -0.0239 2.9213 7.3243 0.0 0.0 0.0
H 2.6318 3.5995 5.0242 0.1 -0.1 -0.1
H 4.7377 3.6925 8.8592 0.0 0.0 0.0
H 2.0936 3.0235 11.1694 -0.1 0.0 0.0
O 3.1413 0.8053 5.3798 -0.1 0.0 0.1
C 4.1000 0.1172 5.6710 0.0 -0.2 0.4
C 4.1944 -0.6917 6.8728 -0.2 0.1 -0.1
C 5.3071 -1.4002 7.1069 -0.3 0.1 0.1
O 5.4647 -2.1608 8.1800 0.2 0.0 0.0
C 6.4750 -1.3833 6.1577 0.1 0.3 -0.5
O 7.4548 -2.0402 6.4526 0.0 -0.2 0.2
C 6.3682 -0.5897 4.9458 0.1 -0.1 0.1
C 5.2540 0.1168 4.7118 0.4 0.0 -0.2
O 5.0782 0.8652 3.6336 -0.2 0.0 0.1
H 3.3500 -0.6940 7.5479 0.0 0.0 0.0
H 6.3539 -2.5551 8.1010 0.1 0.0 0.0
H 7.2063 -0.5961 4.2638 0.0 0.0 0.0
H 4.1888 1.2693 3.7250 0.0 0.1 0.0
O -8.1710 -5.3266 -8.5963 0.2 0.0 0.1
C -9.0389 -5.5398 -7.7722 -0.4 -0.1 -0.2
C -10.4331 -5.7742 -8.1097 0.2 0.0 -0.1
C -11.3279 -5.9858 -7.1357 0.0 0.0 -0.4
O -12.6129 -6.2070 -7.3733 0.0 0.0 0.2
C -10.9354 -5.9865 -5.6846 0.5 0.1 0.2
O -11.8080 -6.1686 -4.8585 -0.3 -0.1 -0.1
C -9.5366 -5.7745 -5.3483 -0.1 0.0 0.1
C -8.6424 -5.5658 -6.3230 0.1 -0.1 0.4
O -7.3485 -5.3640 -6.0919 -0.4 -0.4 -0.1
H -10.7045 -5.7694 -9.1556 0.0 0.0 0.0
H -13.0316 -6.3242 -6.5000 -0.1 0.0 0.1
H -9.2640 -5.7926 -4.3014 0.0 0.1 0.0
H -6.9393 -5.2353 -6.9703 0.1 0.1 0.0
O 8.5926 6.8137 0.3081 0.0 -0.2 0.2
C 7.6277 6.7861 -0.4313 0.0 0.4 -0.3
C 7.3464 7.8057 -1.4294 0.1 0.0 0.1
C 6.2503 7.7057 -2.1925 0.3 0.2 0.1
O 5.9344 8.5975 -3.1215 -0.1 -0.1 0.0
C 5.2855 6.5616 -2.0490 0.0 -0.4 0.3
O 4.3039 6.5505 -2.7677 0.0 0.2 -0.2
C 5.5788 5.5328 -1.0677 -0.2 0.0 -0.1
C 6.6757 5.6304 -0.3069 -0.3 -0.2 -0.1
O 7.0007 4.7245 0.6070 0.1 0.1 0.1
H 8.0453 8.6246 -1.5223 0.0 0.0 0.0
H 5.0990 8.2867 -3.5180 -0.1 0.0 0.0
H 4.8887 4.7059 -0.9852 0.1 0.0 0.0
H 7.8313 5.0371 1.0115 0.1 0.0 0.1
O 11.3359 3.6929 11.1110 0.0 -0.2 0.2
C 10.3356 3.7026 10.4210 0.0 0.4 -0.3
C 10.0240 4.7498 9.4630 0.1 0.0 0.1
C 8.8889 4.6871 8.7548 0.3 0.2 0.0
O 8.5428 5.6046 7.8637 -0.2 -0.1 0.0
C 7.9119 3.5579 8.9218 0.0 -0.4 0.3
O 6.8952 3.5855 8.2530 0.0 0.2 -0.1
C 8.2319 2.4993 9.8619 -0.2 0.0 -0.1
C 9.3688 2.5595 10.5682 -0.3 -0.2 0.0
O 9.7242 1.6297 11.4411 0.1 0.1 0.0
H 10.7328 5.5580 9.3530 0.0 0.0 0.0
H 7.6830 5.3191 7.5000 -0.1 0.0 0.0
H 7.5290 1.6842 9.9614 0.0 0.0 0.0
H 10.5804 1.9192 11.8091 0.1 0.0 0.0
```
Forces are in eV/Å.

As for the structure (SMILES): C=C[Si@@H](Br)CC(=O)N(C)C.O=C1C=C(O)C(=O)C=C1O.O=C1C=C(O)C(=O)C=C1O.O=C1C=C(O)C(=O)C=C1O.O=C1C=C(O)C(=O)C=C1O.O=C1C=C(O)C(=O)C=C1O.O=C1C=C(O)C(=O)C=C1O.O=C1C=C(O)C(=O)C=C1O.O=C1C=C(O)C(=O)C=C1O.O=C1C=C(O)C(=O)C=C1O. For the molar mass, the calculation gives 1483.0 u. The value obtained for the HOMO-LUMO gap is 0.27192 Eh. For the HOMO energy, the calculation gives -9.2 eV.